Record 1
Computed, not measured: a 9-piece molecular cluster, C22H55N9O8 overall, with the ωB97M-V functional and the def2-TZVPD basis.

Values from the calculation:
- LUMO (alpha / beta) (eV) = -2.675 / -7.336
- HOMO energy (alpha / beta) (Eh) = -0.367 / -0.367
- 2S+1 = 2
- maximum force (eV/Å) = 7.0
- net charge = +1
- gap between HOMO and LUMO (alpha / beta) (eV) = 7.3140 / 2.6527

Structure (XYZ):
```
94
C22H55N9O8 (the ωB97M-V functional and the def2-TZVPD basis)
C 5.2436 -8.6472 -7.9147
C 3.7299 -8.3533 -7.7927
N 3.0726 -9.2216 -6.7572
C 2.9059 -10.6242 -7.2982
C 1.7494 -11.3880 -6.5804
C 3.5204 -9.1283 -5.3495
C 3.2472 -7.6623 -4.8856
H 5.4694 -9.6313 -8.3254
H 5.7513 -8.6301 -6.9503
H 5.6709 -7.9704 -8.6545
H 3.6208 -7.2737 -7.6889
H 3.2818 -8.5001 -8.7754
H 2.6436 -10.5804 -8.3552
H 3.7785 -11.2755 -7.3474
H 1.3844 -12.0802 -7.3392
H 2.0218 -11.9087 -5.6624
H 1.0032 -10.7371 -6.1249
H 4.5609 -9.4263 -5.2205
H 2.9526 -9.8408 -4.7512
H 3.3026 -6.8334 -5.5912
H 3.8204 -7.3054 -4.0299
H 2.1655 -7.6875 -4.7536
O 5.1800 -3.7608 -5.6972
C 4.7303 -4.2036 -6.7270
N 5.3366 -5.0909 -7.5093
C 3.3375 -3.8496 -7.1564
H 6.0806 -5.4175 -6.9094
H 5.1470 -5.3959 -8.4533
H 2.6134 -4.2337 -6.4379
H 2.9833 -4.1563 -8.1406
H 3.2607 -2.7650 -7.0804
O 12.4515 -8.8545 -7.3131
C 12.6158 -8.9800 -6.1162
N 12.4542 -10.1025 -5.4813
C 12.7135 -7.7853 -5.1954
H 12.4417 -10.0730 -4.4718
H 12.1436 -10.9347 -5.9620
H 13.1252 -8.0878 -4.2325
H 11.6739 -7.5697 -4.9486
H 13.1891 -6.9472 -5.7049
O 12.1140 -2.8904 -5.6473
C 11.5423 -1.9436 -5.1072
N 10.5085 -1.3411 -5.6940
C 12.0064 -1.2739 -3.7789
H 10.2625 -1.7608 -6.5791
H 9.9438 -0.5447 -5.4351
H 13.0592 -1.3107 -3.4991
H 11.6857 -1.9002 -2.9465
H 11.7320 -0.2245 -3.6712
O 8.3412 -7.3392 -6.6257
C 8.9175 -8.4379 -6.7008
N 9.2611 -9.1264 -5.6774
C 9.3292 -8.9991 -7.9378
H 9.8504 -9.9402 -5.7804
H 8.9558 -8.5801 -4.8846
H 9.9059 -8.2602 -8.4941
H 8.4127 -9.2666 -8.4638
H 9.9660 -9.8831 -7.9702
O 8.0186 -3.3905 -14.0590
C 9.1218 -3.9274 -13.7544
N 9.6265 -4.0659 -12.5493
C 9.8900 -4.5547 -14.8843
H 9.1691 -3.6510 -11.7500
H 10.4928 -4.5790 -12.4698
H 10.4947 -3.8625 -15.4702
H 9.2600 -5.0001 -15.6543
H 10.5226 -5.3451 -14.4804
O 9.0789 -3.3616 -8.1367
C 9.1390 -4.5728 -8.0639
N 9.8960 -5.0699 -7.1029
C 8.5500 -5.3928 -9.1958
H 10.2504 -4.4133 -6.4222
H 9.9376 -6.0475 -6.8524
H 8.1457 -4.6580 -9.8921
H 7.8197 -6.0918 -8.7883
H 9.3223 -6.0054 -9.6610
O 11.8881 -0.4312 -10.6810
C 11.5412 -1.1004 -9.7211
N 10.3138 -1.5786 -9.7241
C 12.5282 -1.3602 -8.6250
H 10.1019 -2.3152 -9.0663
H 9.6929 -1.4316 -10.5070
H 12.2240 -2.2638 -8.0967
H 12.6306 -0.5809 -7.8698
H 13.5099 -1.5803 -9.0443
O 10.2726 -4.2833 -1.4012
C 11.2586 -4.7005 -2.0190
N 12.3196 -4.5418 -1.3464
C 11.2503 -5.1837 -3.4494
H 12.2927 -4.3150 -0.3625
H 13.2162 -4.9009 -1.6417
H 10.3771 -5.8352 -3.4152
H 12.1721 -5.5601 -3.8929
H 10.9116 -4.3224 -4.0252
```

Löwdin atomic charge list, values in e, 4 entries: number 1, C, carries -0.044; number 2, C, carries -0.157; number 3, N, carries 0.054; number 4, C, carries -0.154

***

Record 2
Computed, not measured: C2H8Br3CdN4O2 as an isolated structure, with the ωB97M-V functional and the def2-TZVPD basis.

Values from the calculation:
- LUMO (eV) = -2.489
- ΔE to the lowest compared entry with this formula, charge and spin (kJ/mol) = 872.9
- HOMO energy (Eh) = -0.204
- maximum force (eV/Å) = 6.9
- net charge = -1
- gap between HOMO and LUMO (eV) = 3.0514

Structure (XYZ):
```
20
C2H8Br3CdN4O2 (the ωB97M-V functional and the def2-TZVPD basis)
Cd -0.2844 -0.2335 0.0672
Br -2.2015 -3.9682 -0.7076
Br -2.3545 2.6089 3.0056
Br 3.6115 0.9062 -1.6308
C -3.1313 2.6038 -4.8488
O -2.5925 1.9072 -3.9229
N -3.2613 2.2948 -6.1141
N -3.6381 3.7914 -4.7272
H -3.9306 2.8075 -6.6702
H -3.1495 1.3232 -6.3661
H -3.8884 4.0829 -5.6612
H -3.6847 4.4061 -3.9271
C 3.2590 -2.6889 4.7421
O 2.3916 -2.3887 3.9512
N 3.2950 -3.8743 5.3660
N 4.1854 -1.9240 5.2347
H 4.1204 -4.0563 5.9190
H 2.5994 -4.5977 5.2522
H 4.1993 -0.9974 4.8331
H 4.4551 -2.0029 6.2048
```

Löwdin atomic charge list, values in e, 4 entries: number 1, Cd, carries 0.906; number 2, Br, carries -0.622; number 3, Br, carries -0.646; number 4, Br, carries -0.635

***

Record 3
Computed, not measured: C4H8ClO2Ti as an isolated structure, with the ωB97M-V functional and the def2-TZVPD basis.

Values from the calculation:
- LUMO (alpha / beta) (eV) = -0.260 / -0.321
- HOMO energy (alpha / beta) (Eh) = -0.256 / -0.353
- 2S+1 = 4
- maximum force (eV/Å) = 3.1
- gap between HOMO and LUMO (alpha / beta) (eV) = 6.7198 / 9.2725

Structure (XYZ):
```
16
C4H8ClO2Ti (the ωB97M-V functional and the def2-TZVPD basis)
Ti 25.5516 10.9887 22.5177
Cl 24.7103 12.7568 20.8136
O 28.8775 12.0088 22.3791
C 29.1042 12.5675 21.2863
O 30.1798 13.1773 20.8012
C 31.3122 13.3613 21.5802
C 32.3873 14.0936 20.7704
C 28.1365 12.4188 20.1077
H 31.7443 12.4223 21.9263
H 30.8675 14.0115 22.3335
H 33.1850 14.2719 21.4916
H 31.9319 14.9840 20.3370
H 32.7387 13.4866 19.9361
H 28.6277 12.0660 19.2008
H 27.7111 13.3743 19.8010
H 27.3185 11.7513 20.3786
```

Löwdin atomic charge list, values in e, 4 entries: number 1, Ti, carries 0.523; number 2, Cl, carries -0.388; number 3, O, carries 0.017; number 4, C, carries -0.483

***

Record 4
Computed, not measured: C35H35As2ClCoN3O5S as an isolated structure, with the ωB97M-V functional and the def2-TZVPD basis.

Values from the calculation:
- LUMO (alpha / beta) (eV) = 1.598 / 1.576
- ΔE to the lowest compared entry with this formula, charge and spin (kJ/mol) = 0.0
- HOMO energy (alpha / beta) (Eh) = -0.200 / -0.201
- 2S+1 = 4
- maximum force (eV/Å) = 2.4
- net charge = -1
- gap between HOMO and LUMO (alpha / beta) (eV) = 7.0524 / 7.0341

Structure (XYZ):
```
83
C35H35As2ClCoN3O5S (the ωB97M-V functional and the def2-TZVPD basis)
Co 1.3421 -0.6540 0.0304
Cl -1.9492 5.7907 1.7856
C -1.2640 4.2102 1.6485
C -1.0263 3.4139 2.8234
C -0.3961 2.1871 2.7036
C -0.0696 1.5897 1.4812
O 0.3867 0.3802 1.5179
C -0.3074 2.4031 0.3029
C 0.0456 2.0467 -1.0402
N 0.4389 0.8820 -1.4035
C 0.4804 0.6269 -2.8192
C -0.2025 1.3082 -3.8331
C -0.0624 0.9364 -5.1595
C 0.6851 -0.1504 -5.5050
C 1.3314 -0.9162 -4.5057
C 2.0902 -2.0804 -4.8467
C 2.5263 -2.8581 -3.7910
C 2.3018 -2.4035 -2.4525
N 1.6028 -1.3620 -2.1311
C 1.1452 -0.5897 -3.1410
C -0.9065 3.7044 0.4227
H -1.3419 3.8484 3.7937
H -0.2114 1.6149 3.5972
H -0.1030 2.8900 -1.6670
H -0.8415 2.1933 -3.6137
H -0.5122 1.5458 -5.9402
H 0.7697 -0.4558 -6.5605
H 2.1945 -2.3847 -5.8743
H 3.1220 -3.7363 -3.9044
H 2.7005 -3.0060 -1.6739
H -1.2017 4.1899 -0.5016
C -3.0349 0.1777 1.6033
As -2.7311 -0.6615 -0.1135
C -3.9722 0.4969 -1.1285
C -3.9952 -2.1270 0.1744
C -5.3551 -1.8624 0.4234
C -6.2978 -2.8618 0.6224
C -5.9006 -4.1892 0.5422
C -4.5381 -4.4808 0.4244
C -3.5827 -3.4559 0.2364
As -1.6578 -3.7898 0.0822
C -1.6518 -5.6449 0.5775
C -1.0782 -3.1005 1.8100
H -4.1043 0.1966 1.8798
H -2.6099 1.1790 1.6220
H -2.4348 -0.4275 2.2791
H -5.0052 0.4372 -0.7096
H -4.0061 0.1546 -2.1614
H -3.6047 1.5339 -1.1113
H -5.6367 -0.8022 0.4793
H -7.3393 -2.6554 0.8342
H -6.6124 -5.0199 0.6712
H -4.2226 -5.5254 0.5234
H -2.2170 -5.8100 1.5221
H -0.6262 -5.9747 0.6789
H -2.0558 -6.2774 -0.2203
H -1.7073 -3.2986 2.6794
H -0.9440 -2.0300 1.7838
H -0.1497 -3.5044 2.1619
C 2.7018 5.4215 3.0393
C 3.1695 4.3048 2.1341
C 2.5050 4.0156 0.9305
C 2.8402 2.8938 0.1828
C 3.9301 2.1127 0.5655
C 4.6715 2.4481 1.6807
C 4.2647 3.5356 2.4724
S 4.3320 0.6439 -0.4135
O 3.9108 1.0934 -1.7457
O 5.7507 0.3934 -0.1707
N 3.3760 -0.4906 0.0288
C 3.8125 -1.3378 1.1139
C 2.9265 -2.6007 1.3219
O 3.3991 -3.5477 1.9796
O 1.7608 -2.5368 0.8472
H 3.3987 5.6638 3.8260
H 1.7731 5.2541 3.5616
H 2.5867 6.3919 2.4944
H 1.7039 4.7159 0.5573
H 2.3450 2.5591 -0.7067
H 5.5332 1.8500 1.9928
H 4.8665 3.8206 3.3637
H 3.9167 -0.7399 2.0890
H 4.8286 -1.7061 0.9457
```

Löwdin atomic charge list, values in e, 4 entries: number 1, Co, carries 0.787; number 2, Cl, carries 0.626; number 3, C, carries -0.703; number 4, C, carries -0.085

***

Record 5
Computed, not measured: an isolated ion of composition C6H11N2O and charge +1, with the ωB97M-V functional and the def2-TZVPD basis.

Values from the calculation:
- LUMO (alpha / beta) (eV) = -6.249 / -4.627
- ΔE to the lowest compared entry with this formula, charge and spin (kJ/mol) = 598.3
- HOMO energy (alpha / beta) (Eh) = -0.503 / -0.535
- maximum force (eV/Å) = 5.1
- net charge = +1
- gap between HOMO and LUMO (alpha / beta) (eV) = 7.4387 / 9.9242

Structure (XYZ):
```
20
C6H11N2O (the ωB97M-V functional and the def2-TZVPD basis)
C 1.7171 -0.1543 -0.5617
C -0.0696 2.1644 -1.0520
C 0.1747 -0.2573 -0.3355
C 2.4130 -1.4953 -0.7893
C -0.2585 1.5417 1.2383
C -2.0458 0.8626 -0.2714
N 2.3946 0.8272 -0.6023
N -0.5847 0.9548 -0.1077
O -0.8171 2.7913 -1.6949
H -0.0781 -0.8758 -1.1531
H 0.0058 -0.7485 0.5853
H 1.9963 -2.1757 0.0534
H 3.4671 -1.3435 -0.8265
H 2.2193 -1.8499 -1.8017
H -0.8412 2.3852 1.4306
H -0.6597 0.7516 2.1126
H 0.7990 1.6716 1.4743
H -2.5180 1.8486 0.0056
H -2.2873 0.5091 -1.3649
H -2.4005 0.1407 0.4502
```

Löwdin atomic charge list, values in e, 4 entries: number 1, C, carries -0.457; number 2, C, carries 0.002; number 3, C, carries -0.082; number 4, C, carries -0.005

***

Record 6
Computed, not measured: one molecule with the formula C2H4NP, with the ωB97M-V functional and the def2-TZVPD basis.

Values from the calculation:
- LUMO (alpha / beta) (eV) = -0.171 / -0.170
- ΔE to the lowest compared entry with this formula, charge and spin (kJ/mol) = 275.9
- HOMO energy (alpha / beta) (Eh) = -0.249 / -0.249
- maximum force (eV/Å) = 3.2
- gap between HOMO and LUMO (alpha / beta) (eV) = 6.5933 / 6.5939

Structure (XYZ):
```
8
C2H4NP (the ωB97M-V functional and the def2-TZVPD basis)
C -0.0764 -0.7265 -0.0678
C 0.4402 0.5032 -0.7454
N -0.3435 0.3477 0.8082
P -1.0185 0.6872 2.2792
H -0.9416 -1.2166 -0.5145
H 0.6617 -1.4513 0.2711
H 1.4649 0.7977 -0.6181
H -0.1867 1.0586 -1.4127
```

Löwdin atomic charge list, values in e, 4 entries: number 1, C, carries -0.333; number 2, C, carries 0.012; number 3, N, carries -0.576; number 4, P, carries 0.546